{
  "formula": "C20H29N3O4S",
  "method": "wB97M-V/def2-TZVPD",
  "total_energy_ev": -44705.872,
  "orbital_gap_ev": 9.12,
  "e_above_lowest_kj_mol": 266.8,
  "multiplicity": 1,
  "total_charge": 0,
  "smiles": "COc1ccc(CC2(CO)CCN(S(=O)(=O)c3c(C)nn(C)c3C)CC2)cc1",
  "species": ["C", "H", "O", "C", "C", "C", "C", "C", "C", "H", "H", "C", "H", "H", "C", "C", "C", "N", "S", "O", "O", "C", "C", "N", "N", "C", "C", "H", "H", "H", "C", "H", "H", "H", "C", "H", "H", "H", "C", "C", "H", "H", "H", "H", "H", "H", "H", "H", "C", "O", "H", "H", "H", "H", "H", "H", "H"],
  "positions_angstrom": [[-5.2615, -0.0073, 1.2916], [-4.7318, 0.1681, 2.2342], [-4.4493, 0.2782, 0.1789], [-3.3279, -0.4818, -0.0246], [-2.6120, -0.2158, -1.1914], [-1.4591, -0.9161, -1.4776], [-0.9833, -1.8968, -0.6133], [-1.7108, -2.1585, 0.5397], [-2.8688, -1.4638, 0.8430], [-3.4026, -1.7025, 1.7496], [-1.3687, -2.9256, 1.2185], [0.2659, -2.6719, -0.9057], [0.3603, -2.8230, -1.9835], [0.1908, -3.6490, -0.4265], [1.5771, -2.0194, -0.3952], [1.9823, -0.8522, -1.3071], [3.1975, -0.0900, -0.7691], [3.0125, 0.3346, 0.5928], [2.4841, 1.8911, 0.8230], [3.4272, 2.7350, 0.1454], [2.3124, 2.0582, 2.2403], [0.9153, 2.1542, 0.0402], [-0.3226, 2.1945, 0.6674], [-1.1900, 2.6755, -0.2455], [-0.5913, 2.9467, -1.4076], [0.6854, 2.6479, -1.2646], [1.6629, 2.8447, -2.3643], [1.2870, 3.6025, -3.0463], [2.6163, 3.1558, -1.9445], [1.8060, 1.9202, -2.9240], [-2.5674, 3.0301, -0.0582], [-2.9258, 3.4314, -1.0033], [-2.6601, 3.7956, 0.7151], [-3.1679, 2.1651, 0.2176], [-0.7270, 1.7960, 2.0353], [-1.2674, 0.8478, 2.0108], [-1.3780, 2.5487, 2.4774], [0.1650, 1.6900, 2.6468], [2.6116, -0.6956, 1.5157], [1.3937, -1.4817, 1.0310], [1.2094, -2.3159, 1.7076], [0.5262, -0.8203, 1.0440], [2.3946, -0.1944, 2.4594], [3.4647, -1.3646, 1.6721], [3.3830, 0.8119, -1.3525], [4.0962, -0.7149, -0.8211], [2.2040, -1.2184, -2.3120], [1.1378, -0.1634, -1.3683], [2.6505, -3.1237, -0.4257], [2.2748, -4.1693, 0.4475], [2.9641, -4.8400, 0.4424], [3.6238, -2.7189, -0.1267], [2.7397, -3.5025, -1.4552], [-0.9331, -0.7046, -2.3967], [-2.9819, 0.5394, -1.8662], [-5.6280, -1.0379, 1.2674], [-6.1059, 0.6766, 1.2224]],
  "forces_ev_per_angstrom": [[-0.121, -0.035, 0.192], [-0.017, -0.029, -0.031], [0.245, -0.069, -0.310], [0.059, 0.057, -0.100], [-0.222, 0.075, 0.155], [-0.072, -0.005, 0.115], [-0.040, -0.184, -0.031], [0.069, 0.047, -0.196], [-0.288, 0.147, 0.140], [-0.077, 0.003, 0.073], [0.048, -0.102, 0.077], [0.171, 0.086, 0.173], [0.032, -0.090, -0.048], [-0.041, -0.027, -0.114], [-0.071, -0.249, -0.019], [0.229, -0.148, 0.223], [-0.041, -0.011, -0.650], [-0.223, 1.053, 0.263], [0.141, 0.045, 0.050], [-0.176, -0.163, -0.199], [-0.145, -0.222, -0.096], [0.381, 0.024, 0.399], [-0.077, -0.113, 0.042], [0.777, -0.366, 0.505], [0.196, 0.270, -0.845], [-0.105, -0.037, 0.084], [-0.041, 0.084, -0.065], [0.017, 0.021, -0.078], [0.031, 0.026, -0.139], [0.057, -0.064, -0.066], [-0.428, 0.083, 0.142], [0.023, -0.028, 0.054], [-0.008, 0.004, -0.043], [0.020, 0.038, -0.007], [-0.045, 0.026, 0.081], [-0.053, -0.062, 0.010], [-0.049, 0.023, 0.094], [-0.119, -0.013, 0.075], [-0.399, -0.301, 0.508], [0.331, 0.005, -0.079], [-0.105, 0.014, 0.094], [-0.030, 0.001, 0.055], [0.082, -0.266, 0.049], [0.003, 0.079, 0.021], [0.128, -0.167, -0.188], [-0.014, 0.132, -0.003], [-0.042, -0.010, -0.094], [-0.027, 0.011, -0.081], [0.068, 0.424, -0.295], [-0.030, -0.230, 0.255], [-0.051, 0.034, 0.011], [-0.030, -0.031, -0.065], [0.000, 0.107, 0.048], [0.078, 0.026, -0.113], [-0.055, 0.119, -0.099], [0.024, 0.025, 0.011], [0.033, -0.068, 0.057]],
  "nbo_charge": [-0.25, 0.17, -0.51, 0.29, -0.26, -0.19, -0.06, -0.13, -0.33, 0.22, 0.21, -0.42, 0.21, 0.23, -0.04, -0.43, -0.23, -0.68, 2.35, -0.94, -0.96, -0.47, 0.22, -0.16, -0.28, 0.16, -0.66, 0.23, 0.25, 0.21, -0.42, 0.24, 0.20, 0.23, -0.67, 0.23, 0.22, 0.27, -0.23, -0.43, 0.23, 0.21, 0.24, 0.19, 0.23, 0.20, 0.21, 0.22, -0.06, -0.73, 0.48, 0.16, 0.16, 0.22, 0.23, 0.18, 0.20]
}